Entry 1:
Below is a 4-piece molecular cluster, C11H15ClF3O11P2 overall at a distorted geometry, with properties calculated with ωB97M-V/def2-TZVPD.

- E: -73416.94685 eV
- LUMO energy: -4.914 eV
- F_max: 4.9 eV Å⁻¹
- Total charge: +1

XYZ file:
```
43
Properties=species:S:1:pos:R:3:mulliken_charge:R:1
O 3.4711 -1.8416 3.2971 -0.42
C 3.4642 -1.5714 2.0684 -0.02
C 2.7664 -0.1845 1.5876 -0.42
P 0.9823 -0.1635 2.2018 0.31
P -0.5398 -0.1037 0.6253 0.39
O -1.7550 -1.2238 1.1521 -0.46
Cl 0.1647 -0.9143 -1.1866 -0.20
H 3.9231 -2.2993 1.2993 0.33
H 3.3855 0.6472 2.0942 0.35
H 2.8832 -0.0528 0.4606 0.38
H 0.7584 -1.3070 3.0315 0.19
H 0.7467 0.9943 3.0424 0.13
H -1.3104 -1.8514 1.7652 0.33
C 0.8703 1.4860 6.7446 -0.43
C 0.3655 2.8678 7.0155 0.29
O 0.9151 3.6255 5.9518 -0.30
C 1.0392 2.7586 4.9160 0.71
O 1.2129 3.0862 3.7748 -0.52
O 0.9351 1.4636 5.3224 -0.30
F 0.8544 3.3426 8.1807 -0.27
H 1.8680 1.3121 7.1563 0.28
H 0.1972 0.7147 7.1207 0.29
H -0.7245 2.9593 7.0065 0.29
C -1.0513 -3.0733 -3.4613 0.19
C -1.4834 -2.3229 -4.6823 0.40
O -2.1267 -3.3117 -5.4575 -0.34
C -2.6297 -4.2072 -4.5613 0.57
O -3.4567 -5.0259 -4.8223 -0.48
O -2.0745 -4.0465 -3.3240 -0.35
F -0.4113 -1.8599 -5.3739 -0.30
H -0.0880 -3.5755 -3.5936 0.30
H -0.9955 -2.4346 -2.5773 -0.26
H -2.1783 -1.5018 -4.4836 0.31
C -0.3776 2.5160 -4.3033 -0.47
C -0.7617 1.3906 -3.3955 0.43
O -2.0196 0.9887 -3.8909 -0.28
C -1.9953 1.2824 -5.2247 0.64
O -2.7686 0.8449 -6.0202 -0.48
O -0.9734 2.1294 -5.5336 -0.30
F -0.9205 1.8259 -2.1191 -0.29
H -0.7930 3.4758 -3.9835 0.28
H 0.7037 2.6187 -4.4059 0.30
H -0.0720 0.5422 -3.4145 0.23
```

Entry 2:
Below is a 2-piece molecular cluster, C3H13N2O overall at a distorted geometry, with properties calculated with ωB97M-V/def2-TZVPD.

- E: -8327.68823 eV
- LUMO energy (alpha / beta): -7.786 / -14.176 eV
- F_max: 5.6 eV Å⁻¹
- 2S+1: 2
- Relative energy (zero: lowest compared OMol25 entry of this formula, charge and spin): 3.216 eV
- Expectation value of S²: 0.754
- Total charge: +2

XYZ file:
```
19
Properties=species:S:1:pos:R:3:mulliken_spin:R:1
C 0.4958 0.5821 -1.4550 0.01
N -0.9516 1.1290 -1.3543 0.91
C 0.2861 -0.9174 -1.1744 0.04
N -0.9113 -1.2104 -0.2206 0.01
C -0.9509 -0.5077 1.0659 0.00
H 0.9734 0.7775 -2.4092 0.00
H 1.2700 1.1403 -0.8543 0.03
H -1.1516 1.7192 -2.1473 0.00
H -1.1047 1.7490 -0.5167 -0.01
H -0.0311 -1.5779 -2.0527 0.00
H 1.2788 -1.2451 -0.6494 0.00
H -0.9669 -2.3007 -0.0153 0.00
H -1.7202 -0.9626 -0.8158 0.00
H -1.7607 -0.9632 1.7681 0.00
H 0.0321 -0.5799 1.5827 0.00
H -1.1207 0.5843 1.1492 0.00
H 1.6519 -0.0956 2.8741 0.00
H 2.4804 1.2129 2.9150 0.00
O 1.7779 0.7711 2.4471 0.00
```

Entry 3:
Below is an isolated ion of composition C5H8N and charge +1 at a distorted geometry, with properties calculated with ωB97M-V/def2-TZVPD.

- E: -6793.66278 eV
- Structure (SMILES): C=C[N@H+]1[C@@H]2C[C@@H]21
- LUMO energy: -3.331 eV
- F_max: 3.4 eV Å⁻¹
- Relative energy (zero: lowest compared OMol25 entry of this formula, charge and spin): 4.426 eV
- Total charge: +1

XYZ file:
```
14
Properties=species:S:1:pos:R:3:mulliken_charge:R:1
C 2.3537 -0.2925 0.3016 -0.64
C 1.3697 0.3296 -0.2588 -0.02
N 0.0323 0.3695 0.2702 -0.03
C -1.1462 0.5073 -0.6439 -0.06
C -2.1195 0.0013 0.3014 -0.75
C -0.8105 -0.7659 -0.0306 0.04
H 3.3695 -0.5371 0.0335 0.31
H 2.2001 -0.9256 1.1452 0.25
H 1.3535 1.1018 -1.0415 0.27
H -0.1975 0.6239 1.2750 0.33
H -1.0044 1.0120 -1.5600 0.41
H -3.0345 -0.5913 0.0096 0.25
H -2.2755 0.5322 1.2229 0.25
H -0.5081 -1.8546 -0.0596 0.39
```

Entry 4:
Below is a 2-piece molecular cluster, C2H3Cl2O2S overall at a distorted geometry, with properties calculated with ωB97M-V/def2-TZVPD.

- E: -42094.59432 eV
- LUMO energy (alpha / beta): 3.409 / 2.741 eV
- F_max: 3.5 eV Å⁻¹
- 2S+1: 3
- Relative energy (zero: lowest compared OMol25 entry of this formula, charge and spin): 1.544 eV
- Expectation value of S²: 2.011
- Total charge: -1

XYZ file:
```
10
Properties=species:S:1:pos:R:3:mulliken_spin:R:1
C 1.8452 -0.0436 -0.9461 0.91
C -0.5776 0.6208 0.4104 0.70
O -1.2990 -1.8224 -0.4854 0.01
O -2.4941 -0.7448 1.3837 0.12
S -2.0082 -0.6138 -0.0228 0.05
Cl 2.7925 -0.4843 0.4738 0.08
Cl -0.8973 2.2320 0.0853 0.11
H 1.2760 -0.8500 -1.2830 0.01
H 1.8884 1.0780 -1.1932 0.00
H -0.5260 0.6281 1.5772 0.01
```